[1]
25
Properties=species:S:1:pos:R:3 method="wB97M-V/def2-TZVPD" charge=0 de_lowest_kcal_mol=94.9 e_tot_ev=-23448.3069 e_homo_ev="-9.20 / -8.94"
C -0.57520 1.36090 0.05070
C -2.01929 1.29432 0.54543
C -2.40572 -0.10532 0.69968
C 0.06061 0.06083 0.15845
C -0.92889 0.07062 -2.37530
C 2.16173 0.12566 1.62936
C 2.13990 -1.31476 -0.45631
C 1.60751 -0.00454 0.13919
O -0.04539 2.42917 -0.26139
O -0.93214 -2.40815 0.02752
S -0.89964 -1.25241 0.96707
H -2.10471 1.79212 1.51265
H -2.66214 1.74154 -0.33759
H -3.11666 -0.31090 1.54100
H -2.92355 -0.58250 -0.13406
H -1.05087 -0.90105 -2.80335
H -0.03878 0.63838 -2.60869
H -1.96676 0.53828 -2.11204
H 1.34500 0.32272 2.27012
H 2.83978 1.04415 1.63727
H 2.65270 -0.80158 1.95561
H 1.76775 -2.08588 0.07022
H 3.19528 -1.10874 -0.24274
H 1.90177 -1.46374 -1.50410
H 1.99771 0.92089 -0.36868

***

[2]
24
Properties=species:S:1:pos:R:3 method="wB97M-V/def2-TZVPD" charge=0 de_lowest_kcal_mol=134.7 e_tot_ev=-21399.7108 e_homo_ev="-8.33 / -7.16"
C -1.89862 0.88521 -0.15629
C -1.24137 2.17066 -0.12128
C 0.20558 2.06628 -0.36918
C 0.87068 0.96499 0.54060
C 0.96720 -0.37481 -0.20678
C -0.08970 -1.36540 -0.04569
C -0.20454 -1.92267 1.30654
C -0.54961 -1.91507 -1.29456
O -3.63894 -1.02630 -0.00220
S -3.44501 0.47648 -0.21711
H -1.71873 2.78919 -0.90800
H -1.50738 2.56732 0.84874
H 0.59783 1.91562 -1.54172
H 0.73622 2.98502 -0.06655
H 1.83286 1.34785 0.78160
H 0.42333 0.73670 1.57291
H 0.99062 -0.15143 -1.28969
H 1.93087 -0.67918 0.24086
H -0.68805 -1.22950 2.03651
H 0.91327 -2.16942 1.62230
H -0.86157 -2.81238 1.36256
H -0.52849 -1.11568 -2.00397
H -1.65613 -2.32840 -1.18519
H -0.02838 -2.93522 -1.55025

***

[3]
24
Properties=species:S:1:pos:R:3 method="wB97M-V/def2-TZVPD" smiles="C[Si](C)(C)/C=C/[C@@H]1CC1=O" charge=0 de_lowest_kcal_mol=39.1 e_tot_ev=-18445.1504 e_homo_ev=-8.81
C -1.57171 -1.97928 0.68284
Si -0.32524 -1.25313 -0.55091
C 1.31588 -2.10221 -0.40683
C -1.02664 -1.49796 -2.30266
C -0.18020 0.56585 -0.10883
C 0.03290 0.95405 1.13921
C 0.31520 2.41840 1.47913
C 0.68080 3.53112 0.42029
C 1.68106 2.94318 1.23601
O 2.82684 2.79724 1.51387
H -2.23917 -2.50353 0.09082
H -1.08771 -2.75104 1.06191
H -1.89751 -1.47821 1.58728
H 2.05743 -1.69524 -1.09515
H 1.54065 -2.10137 0.61888
H 1.51526 -3.10954 -0.76187
H -2.15127 -1.32812 -2.40454
H -0.75266 -0.84280 -3.09116
H -1.03523 -2.54552 -2.56817
H -0.21912 1.38126 -0.82459
H -0.28485 0.23425 1.93684
H -0.18726 2.77614 2.37118
H 0.72818 3.06893 -0.63969
H 0.26436 4.51750 0.61614

***

[4]
31
Properties=species:S:1:pos:R:3 method="wB97M-V/def2-TZVPD" charge=-1 de_lowest_kcal_mol=0.0 e_tot_ev=-46872.5228 e_homo_ev="-2.62 / -2.63"
Bi 2.26056 -0.16565 -0.43766
Cl 0.47336 -1.87220 -0.03085
Cl 2.36163 1.61061 1.27075
C 3.71028 -1.37345 0.45101
H 4.48461 -0.92740 1.08312
H 3.64777 -2.43909 0.20810
C -0.77638 1.74621 -1.46374
C 0.40881 1.51213 -1.96375
H -0.88416 2.42379 -0.61261
C 0.64681 0.41586 -2.97288
H 1.27265 2.15584 -1.72649
C -0.61554 0.08368 -3.79081
H 1.50427 0.64453 -3.61459
H 0.88332 -0.53450 -2.44213
C -1.81926 -0.12045 -2.88152
H -0.83155 0.89883 -4.48885
H -0.42388 -0.81101 -4.39690
C -2.03297 1.03035 -1.87893
H -2.72080 -0.25565 -3.48956
H -1.66137 -1.03956 -2.30921
H -2.75782 1.73223 -2.32699
H -2.52726 0.63324 -0.97740
N -2.05660 -0.73797 5.14124
N -0.88872 -0.52578 4.42244
N 0.32439 -0.85478 4.92587
C 1.07471 -0.76481 3.80454
N 0.36882 -0.45081 2.71198
N -0.91638 -0.34074 3.10194
H -2.78646 -0.14973 4.75659
H -1.86288 -0.59267 6.12323
H 2.14003 -0.93103 3.80409

***

[5]
24
Properties=species:S:1:pos:R:3 method="wB97M-V/def2-TZVPD" smiles="CC(C)=C(C)C(C)(C)Br" charge=0 de_lowest_kcal_mol=38.3 e_tot_ev=-78579.7437 e_homo_ev=-8.67
C 0.18338 -2.27684 0.63822
C -0.42927 -1.18515 -0.25541
C -1.74738 -1.59782 -0.86684
C -0.03093 0.07808 -0.39785
C -0.66412 1.04813 -1.31622
C 1.20879 0.61114 0.25515
C 0.98748 0.70053 1.79517
C 1.63510 2.00948 -0.29681
Br 2.79932 -0.49031 -0.31640
H -0.19619 -2.16992 1.63550
H 0.13345 -3.16936 0.10404
H 1.19491 -2.18251 0.88811
H -1.69258 -1.86199 -1.97181
H -2.10533 -2.44044 -0.21861
H -2.45502 -0.70349 -1.00986
H -0.64646 2.04893 -1.01272
H -0.24726 1.07248 -2.27109
H -1.66870 0.79180 -1.35507
H 1.94183 1.05490 2.19162
H 0.87942 -0.17974 2.31316
H 0.19994 1.30066 1.88142
H 2.44270 2.42220 0.19707
H 0.99411 2.83840 -0.13922
H 2.05922 2.02456 -1.37864

***

[6]
29
Properties=species:S:1:pos:R:3 method="wB97M-V/def2-TZVPD" smiles="CCOC(=O)C(C)=[S@](C)(=O)O[C@H](C)Br" charge=0 de_lowest_kcal_mol=52.3 e_tot_ev=-97602.9822 e_homo_ev=-8.58
C 2.78275 -1.83924 -0.27387
C 2.95212 -0.28392 -0.20900
O 1.65578 0.34166 -0.25652
C 1.63420 1.50090 0.63176
O 2.56991 1.82410 1.31385
C 0.44410 2.19096 0.51613
C 0.17221 3.46394 1.26140
S -0.95150 1.44174 -0.15051
C -0.58261 0.98568 -1.90685
O -2.16376 2.21043 -0.01013
O -1.41221 -0.04336 0.64216
C -2.68756 -0.08455 1.13839
C -2.83976 -1.27411 2.14061
Br -4.07878 -0.33382 -0.26943
H 3.70784 -2.33922 -0.57238
H 2.35330 -2.25162 0.64476
H 2.23773 -2.19460 -1.07027
H 3.39567 -0.03870 -1.18903
H 3.70705 0.07578 0.64185
H 0.98471 4.12119 1.22513
H -0.12469 3.25030 2.34596
H -0.73285 3.88624 0.86834
H -0.01991 1.84773 -2.26517
H 0.01703 0.17783 -2.02630
H -1.56857 0.91976 -2.33173
H -3.01321 0.88966 1.60719
H -3.22756 -0.97785 3.08938
H -1.81363 -1.83203 2.29836
H -3.60387 -2.01332 1.55246

***

[7]
31
Properties=species:S:1:pos:R:3 method="wB97M-V/def2-TZVPD" charge=-1 e_tot_ev=-45724.2356 e_homo_ev="-1.75 / -1.75"
Tl 0.28950 1.32061 1.12221
Cl -0.34844 3.49803 0.12722
Cl 0.67694 1.86711 3.43370
C 2.13737 0.44341 0.82907
H 2.56071 -0.16965 0.00896
H 2.77326 0.68707 1.69709
C -1.20461 0.27241 -1.13302
C -0.02810 -0.39259 -1.27817
H -1.92517 -0.01277 -0.34720
C 1.04105 0.03177 -2.22646
H 0.22494 -1.24787 -0.63367
C 0.82802 1.47232 -2.73349
H 2.04724 -0.05411 -1.81479
H 1.00725 -0.64418 -3.10010
C -0.62091 1.64975 -3.16292
H 1.08015 2.19932 -1.94619
H 1.49930 1.65619 -3.58259
C -1.61910 1.41349 -2.01160
H -0.76253 2.64109 -3.60832
H -0.84719 0.90421 -3.93161
H -1.68835 2.36166 -1.44301
H -2.62397 1.23449 -2.42214
N -1.51042 -2.91493 4.40659
N -0.75640 -2.39416 3.40626
N 0.23710 -3.06969 2.81175
C 0.61723 -2.15138 1.91905
N -0.08860 -1.01840 1.96208
N -1.02110 -1.16342 2.95423
H -2.17429 -2.24768 4.78395
H -1.26823 -3.86421 4.66014
H 1.46735 -2.30787 1.25300

***

[8]
33
Properties=species:S:1:pos:R:3 method="wB97M-V/def2-TZVPD" smiles="ClC(Cl)(Cl)Cl.CN(C)C=O.ClCCCl.ClCCCl" charge=0 e_tot_ev=-112256.1472 e_homo_ev=-9.72
Cl -5.65390 15.71150 -17.07188
C -5.34804 14.91587 -15.51609
Cl -5.85720 16.02428 -14.24294
Cl -6.12354 13.35547 -15.32921
Cl -3.57621 14.67855 -15.38754
C -4.95666 21.16354 -15.61779
N -4.66568 20.68612 -14.28607
C -4.12955 21.61079 -13.31292
C -4.70239 19.36696 -13.98954
O -4.49481 18.91329 -12.87617
H -5.82877 20.69997 -16.07307
H -4.03454 21.09982 -16.20939
H -5.22210 22.22260 -15.61285
H -4.60781 22.58259 -13.42286
H -4.32327 21.29473 -12.28970
H -3.04498 21.72581 -13.37950
H -4.93038 18.72357 -14.85212
Cl -8.44757 19.59072 -20.78346
C -8.64824 20.82060 -19.52795
C -7.29254 21.32216 -19.06134
Cl -7.61414 22.52295 -17.72561
H -9.17465 20.33957 -18.70564
H -9.29455 21.61175 -19.89575
H -6.79092 21.83140 -19.87485
H -6.71609 20.59889 -18.50207
Cl -0.85293 16.99022 -10.25193
C -1.72089 18.38682 -10.87518
C -1.44625 18.75093 -12.32118
Cl 0.28862 18.97769 -12.59415
H -1.57277 19.24635 -10.22083
H -2.79027 18.19323 -10.75983
H -1.92606 19.70398 -12.52690
H -1.87957 18.05101 -13.02980

***

[9]
25
Properties=species:S:1:pos:R:3 method="wB97M-V/def2-TZVPD" smiles="CCCC[C@H](CC)C(=O)Cl" charge=0 de_lowest_kcal_mol=0.0 e_tot_ev=-23108.2269 e_homo_ev=-10.60
C -1.98333 0.91262 2.16667
C -1.90818 -0.53483 1.82054
C -0.54975 -0.75285 1.04343
C -0.69114 -0.04978 -0.42289
C 0.38690 -0.51617 -1.40793
C 1.86813 -0.61007 -0.92912
C 2.31162 0.78229 -0.42935
C 0.38596 0.20525 -2.63619
O -0.13975 1.24959 -2.89176
Cl 1.48982 -0.53494 -3.92679
H -0.96083 1.18107 2.62958
H -2.61634 1.23661 3.11497
H -2.18044 1.56449 1.34251
H -1.95558 -1.16303 2.64629
H -2.83823 -0.84254 1.30733
H -0.54405 -1.74896 0.81274
H 0.27824 -0.42588 1.60530
H -1.72933 -0.29381 -0.85345
H -0.64264 1.04752 -0.40967
H 0.12984 -1.47529 -1.69789
H 2.35218 -0.95177 -1.82580
H 1.96352 -1.49586 -0.20113
H 3.32013 0.66325 -0.00741
H 1.78039 1.09946 0.40016
H 2.47287 1.45364 -1.25013